The following is a DFT calculation (the ωB97M-V functional and the def2-TZVPD basis) of C50H44IrN9OS as an isolated structure at a distorted geometry.

Structure (XYZ):
```
106
Properties=species:S:1:pos:R:3
Ir 0.83 1.23 -1.23
C -4.29 0.75 2.30
C -3.54 1.75 3.20
C -4.19 1.69 4.59
C -3.72 3.17 2.64
C -2.05 1.47 3.22
C -1.35 1.38 4.44
C 0.03 1.23 4.47
C 0.72 1.18 3.28
S 2.44 1.07 3.07
C 2.19 1.14 1.33
N 0.89 1.17 0.96
C 0.06 1.23 2.03
C -1.33 1.38 2.03
C 3.23 1.22 0.39
C 4.59 1.27 0.74
C 5.54 1.36 -0.25
C 5.16 1.40 -1.60
C 3.82 1.36 -1.95
C 2.83 1.28 -0.99
H -5.34 1.04 2.24
H -4.25 -0.25 2.73
H -3.89 0.73 1.30
H -5.26 1.84 4.49
H -3.80 2.47 5.24
H -4.03 0.72 5.06
H -4.77 3.45 2.67
H -3.38 3.24 1.62
H -3.16 3.88 3.25
H -1.88 1.45 5.37
H 0.55 1.19 5.42
H -1.84 1.46 1.08
H 4.87 1.25 1.78
H 6.59 1.40 0.00
H 5.91 1.47 -2.37
H 3.57 1.41 -3.00
C 1.18 1.09 -5.65
C 0.91 2.41 -6.04
C 0.77 3.36 -5.07
C 0.89 3.02 -3.71
N 1.06 1.72 -3.35
C 1.23 0.81 -4.31
C 0.91 4.02 -2.66
C 0.98 5.40 -2.93
C 1.03 6.30 -1.89
C 1.01 5.82 -0.58
C 0.94 4.45 -0.38
N 0.88 3.58 -1.38
H 1.33 0.32 -6.38
H 0.83 2.67 -7.09
H 0.55 4.38 -5.35
H 1.46 -0.19 -3.97
H 1.02 5.75 -3.94
H 1.09 7.36 -2.08
H 1.06 6.49 0.26
H 0.89 4.03 0.61
N 4.89 -8.20 2.29
C 4.42 -7.36 1.68
C 3.82 -6.30 0.94
C 4.20 -4.98 1.20
C 3.59 -3.94 0.52
C 2.60 -4.21 -0.43
C 2.24 -5.53 -0.70
C 2.85 -6.57 -0.02
N 1.94 -3.15 -1.07
C 1.28 -3.19 -2.27
C 0.71 -1.97 -2.45
N 1.02 -1.17 -1.38
C 1.75 -1.90 -0.58
H 4.96 -4.78 1.93
H 3.90 -2.93 0.70
H 1.48 -5.76 -1.42
H 2.57 -7.59 -0.22
H 1.28 -4.05 -2.91
H 0.10 -1.64 -3.26
H 2.11 -1.57 0.38
C 0.04 -2.60 3.78
C -0.66 -2.72 2.46
C -1.80 -1.97 2.18
C -2.45 -2.06 0.96
C -1.97 -2.92 -0.02
N -2.56 -3.08 -1.27
C -3.70 -2.55 -1.84
O -4.31 -3.19 -2.66
N -4.13 -1.27 -1.49
C -3.44 -0.08 -1.44
C -4.15 1.12 -1.42
C -3.46 2.32 -1.42
C -2.07 2.29 -1.44
N -1.38 1.15 -1.42
C -2.04 0.00 -1.42
C -0.85 -3.72 0.27
C -0.20 -3.60 1.48
H -0.55 -1.99 4.47
H 1.02 -2.13 3.66
H 0.20 -3.58 4.21
H -2.19 -1.31 2.94
H -3.36 -1.51 0.80
H -2.33 -3.96 -1.72
H -5.10 -1.16 -1.78
H -5.23 1.12 -1.42
H -3.98 3.26 -1.42
H -1.51 3.21 -1.47
H -1.45 -0.89 -1.42
H -0.51 -4.44 -0.46
H 0.65 -4.23 1.69
```

The expectation value of S² is 6.073. The total charge is +2. The spin multiplicity is 5. The calculation puts the total energy at -81682.3607 eV. The calculation puts the LUMO energy (alpha / beta) at -6.6 / -9.4 eV. The HOMO-LUMO gap (alpha / beta) comes out at 3.001 / 3.476 eV. Its energy relative to the best compared isomer or geometry (same formula, charge and spin) is 0.00 kcal/mol. The value obtained for the HOMO energy (alpha / beta) is -9.6 / -12.9 eV.

=====

The following is a DFT calculation (the ωB97M-V functional and the def2-TZVPD basis) of a 11-piece molecular cluster, C41H83NO14S overall at a distorted geometry.

Structure (XYZ):
```
140
Properties=species:S:1:pos:R:3
C 0.72 0.50 -1.55
C 0.10 0.63 -0.18
O 0.50 1.52 0.59
N -0.81 -0.25 0.19
C -1.48 -0.20 1.51
H 1.78 0.78 -1.55
H 0.22 1.25 -2.17
H 0.52 -0.46 -2.01
H -1.01 -1.04 -0.41
H -2.11 -1.05 1.77
H -2.14 0.66 1.58
H -0.75 0.11 2.25
C 0.58 -1.33 5.61
C 1.12 -2.74 5.98
O 0.41 -3.59 5.06
S -1.15 -3.03 4.71
O -2.15 -3.46 5.70
O -1.40 -3.18 3.32
O -0.76 -1.48 5.11
H 1.17 -0.95 4.77
H 0.56 -0.66 6.47
H 0.82 -2.95 7.01
H 2.20 -2.87 5.99
C -5.92 -1.21 -0.83
C -5.22 -0.59 0.33
C -5.45 -1.62 1.44
O -6.02 -2.76 0.86
C -6.78 -2.34 -0.29
H -5.24 -1.70 -1.53
H -6.39 -0.48 -1.49
H -5.55 0.43 0.52
H -4.14 -0.52 0.17
H -6.02 -1.21 2.27
H -4.53 -1.89 1.95
H -7.80 -2.05 -0.01
H -7.00 -3.16 -0.97
C 0.76 3.97 -3.72
C 0.22 4.35 -2.36
C -0.24 5.78 -2.60
O -0.52 5.96 -4.00
C -0.21 4.74 -4.64
H 0.64 2.90 -3.88
H 1.82 4.21 -3.76
H 0.86 4.24 -1.49
H -0.66 3.78 -2.06
H 0.57 6.48 -2.40
H -1.17 6.02 -2.09
H 0.26 4.85 -5.62
H -1.13 4.17 -4.80
C -2.10 -0.45 -5.20
C -3.27 0.36 -4.74
C -2.58 1.65 -4.34
O -1.63 1.88 -5.34
C -1.32 0.64 -5.99
H -2.40 -1.31 -5.80
H -1.48 -0.81 -4.37
H -3.84 -0.16 -3.96
H -3.92 0.42 -5.61
H -2.15 1.66 -3.34
H -3.26 2.50 -4.36
H -0.28 0.31 -5.89
H -1.45 0.71 -7.07
C 2.67 -0.83 2.21
C 3.66 -1.29 1.13
C 2.76 -2.05 0.22
O 1.74 -2.68 1.02
C 1.66 -1.96 2.30
H 2.24 0.15 2.01
H 3.19 -0.55 3.12
H 4.29 -2.05 1.59
H 4.22 -0.46 0.70
H 3.30 -2.79 -0.37
H 2.19 -1.42 -0.46
H 1.95 -2.73 3.01
H 0.66 -1.57 2.51
C -2.15 -4.76 -0.14
C -2.76 -4.77 -1.46
C -2.51 -3.33 -1.98
O -1.37 -2.88 -1.27
C -0.92 -3.84 -0.34
H -1.92 -5.78 0.18
H -2.75 -4.17 0.55
H -3.83 -5.01 -1.45
H -2.31 -5.53 -2.09
H -3.38 -2.73 -1.73
H -2.33 -3.18 -3.05
H -0.57 -3.36 0.57
H -0.05 -4.34 -0.77
C 2.82 -3.03 -5.10
C 3.89 -3.71 -4.29
C 4.43 -2.70 -3.25
O 3.38 -1.69 -3.22
C 2.28 -2.09 -4.03
H 2.14 -3.75 -5.55
H 3.30 -2.50 -5.92
H 4.66 -4.06 -4.98
H 3.45 -4.56 -3.77
H 5.35 -2.27 -3.64
H 4.35 -3.14 -2.26
H 1.76 -1.23 -4.44
H 1.46 -2.55 -3.48
C -3.03 1.36 5.91
C -4.21 0.38 6.09
C -4.24 -0.49 4.83
O -3.62 0.41 3.88
C -2.84 1.51 4.41
H -2.14 0.84 6.28
H -3.11 2.27 6.50
H -5.11 1.00 6.09
H -4.24 -0.23 6.99
H -5.29 -0.75 4.69
H -3.67 -1.40 5.03
H -3.32 2.47 4.23
H -1.79 1.48 4.12
C 2.49 3.87 4.33
C 2.10 2.71 3.43
C 2.48 3.27 2.04
O 3.30 4.43 2.27
C 3.72 4.46 3.63
H 2.68 3.68 5.39
H 1.72 4.64 4.35
H 1.03 2.52 3.40
H 2.70 1.81 3.60
H 1.54 3.51 1.55
H 3.11 2.54 1.53
H 3.81 5.51 3.91
H 4.67 4.00 3.86
C 4.62 1.64 -1.92
C 4.63 3.08 -1.52
C 5.56 3.17 -0.31
O 6.51 2.25 -0.69
C 6.05 1.21 -1.59
H 4.23 1.49 -2.92
H 4.00 1.02 -1.27
H 3.62 3.43 -1.31
H 5.07 3.65 -2.34
H 5.02 2.77 0.55
H 5.91 4.20 -0.19
H 6.07 0.22 -1.15
H 6.59 1.26 -2.54
```

Its SMILES is O=S1(=O)OCCO1.CNC(C)=O.C1CCOC1.C1CCOC1.C1CCOC1.C1CCOC1.C1CCOC1.C1CCOC1.C1CCOC1.C1CCOC1.C1CCOC1. The calculation puts the total energy at -84846.3593 eV. The calculation puts the LUMO energy at 0.3 eV. The HOMO-LUMO gap comes out at 9.321 eV. Its energy relative to the best compared isomer or geometry (same formula, charge and spin) is 49.07 kcal/mol. The value obtained for the HOMO energy is -9.0 eV.

=====

The following is a DFT calculation (the ωB97M-V functional and the def2-TZVPD basis) of one molecule with the formula C3H3Cl3 at a distorted geometry.

Structure (XYZ):
```
9
Properties=species:S:1:pos:R:3
C -0.62 0.69 -0.45
C 0.59 -0.04 -0.05
C 0.52 -1.06 0.83
H -0.52 0.92 -1.53
H -0.53 -1.53 1.04
H 1.39 -1.68 0.78
Cl -0.72 2.30 0.26
Cl -2.21 -0.21 -0.41
Cl 2.11 0.61 -0.46
```

Its SMILES is C=C(Cl)C(Cl)Cl. The calculation puts the total energy at -40725.7337 eV. The calculation puts the LUMO energy at 0.4 eV. The HOMO-LUMO gap comes out at 10.477 eV. Its energy relative to the best compared isomer or geometry (same formula, charge and spin) is 13.26 kcal/mol. The value obtained for the HOMO energy is -10.0 eV.

=====

The following is a DFT calculation (the ωB97M-V functional and the def2-TZVPD basis) of H10LiO5 as an isolated structure at a distorted geometry.

Structure (XYZ):
```
16
Properties=species:S:1:pos:R:3
Li -0.03 -0.07 -0.02
O -0.51 1.87 0.85
H -0.58 2.36 1.74
H -0.57 2.73 0.19
O 2.19 0.37 0.38
H 2.89 1.04 0.23
H 2.60 -0.22 1.08
O -2.03 -0.53 0.73
H -2.30 -1.27 1.47
H -2.66 0.27 0.95
O 0.65 -2.01 -0.42
H 0.21 -2.73 -0.87
H 1.14 -2.58 0.23
O -0.17 0.51 -1.93
H 0.15 0.07 -2.58
H -1.01 0.19 -2.04
```

The total charge is +1. The calculation puts the total energy at -10600.1334 eV. The calculation puts the LUMO energy at -3.3 eV. The HOMO-LUMO gap comes out at 11.968 eV. Its energy relative to the best compared isomer or geometry (same formula, charge and spin) is 43.04 kcal/mol. The value obtained for the HOMO energy is -15.3 eV.

=====

The following is a DFT calculation (the ωB97M-V functional and the def2-TZVPD basis) of a 2-piece molecular cluster, C4H12 overall at a distorted geometry.

Structure (XYZ):
```
16
Properties=species:S:1:pos:R:3
C 0.88 1.87 0.39
C 1.42 1.21 1.63
H 1.61 1.84 -0.41
H -0.12 1.58 0.09
H 0.69 2.95 0.56
H 2.32 1.65 2.05
H 1.45 0.12 1.57
H 0.69 1.30 2.45
C -0.49 -1.17 -0.75
C -1.70 -1.98 -1.29
H -0.22 -1.55 0.23
H 0.34 -1.19 -1.44
H -0.85 -0.14 -0.68
H -2.64 -1.47 -1.09
H -1.60 -1.99 -2.38
H -1.77 -3.02 -0.96
```

Its SMILES is CC.CC. The calculation puts the total energy at -4342.1422 eV. The calculation puts the LUMO energy at 1.2 eV. The HOMO-LUMO gap comes out at 12.642 eV. Its energy relative to the best compared isomer or geometry (same formula, charge and spin) is 8.90 kcal/mol. The value obtained for the HOMO energy is -11.5 eV.

=====

The following is a DFT calculation (the ωB97M-V functional and the def2-TZVPD basis) of one molecule with the formula C5H8O at a distorted geometry.

Structure (XYZ):
```
14
Properties=species:S:1:pos:R:3
C 1.64 -0.06 -0.40
C 0.55 0.01 0.68
C -0.72 0.81 0.44
C -1.55 -0.15 -0.41
O -0.87 -1.44 -0.34
C 0.20 -1.46 0.40
H 1.32 0.33 -1.38
H 2.60 0.36 -0.10
H 0.98 0.16 1.67
H -0.60 1.76 -0.09
H -1.20 0.99 1.40
H -1.58 0.15 -1.45
H -2.56 -0.31 -0.03
H 1.78 -1.16 -0.41
```

The calculation puts the total energy at -7359.0859 eV. The calculation puts the LUMO energy at 1.0 eV. The HOMO-LUMO gap comes out at 9.445 eV. Its energy relative to the best compared isomer or geometry (same formula, charge and spin) is 73.09 kcal/mol. The value obtained for the HOMO energy is -8.4 eV.